The following is a quantum chemistry calculation of a 2-piece molecular cluster, C4H6ClF overall in a non-equilibrium geometry, from OMol25.

Cartesian coordinates (Å):
C1 0.33957 -1.86589 0.76044
C2 -0.21774 -0.87754 0.03012
C3 -0.33776 1.36139 -0.90801
C4 0.30393 0.41210 0.02498
F1 -0.40591 1.25248 1.93030
Cl1 1.90589 0.71360 0.36769
H1 -0.16474 -2.81447 0.92609
H2 1.29176 -1.82198 1.25231
H3 -1.16018 -0.97766 -0.53253
H4 -1.35885 1.71946 -0.63821
H5 0.30401 2.18621 -1.43985
H6 -0.49998 0.71230 -1.77334

Calculated values
- energy above the lowest of the compared OMol25 structures with the same formula, charge and spin (kJ/mol) = 287.9
- frontier orbital gap (hartree) = 0.3118
- DFT total energy (eV) = -19481.758

---

The following is a quantum chemistry calculation of one molecule with the formula C4H6ClF in a non-equilibrium geometry, from OMol25.

Cartesian coordinates (Å):
C1 -1.31638 0.43296 0.63190
C2 0.05421 0.32498 -0.09522
C3 0.53546 -0.81533 -0.94248
C4 1.29373 -0.46102 0.25185
H1 -1.95262 -0.47886 0.36411
H2 -1.80596 1.55043 0.17462
H3 0.91738 -0.57077 -2.08812
H4 -0.22773 -1.40847 -1.14190
H5 2.25073 -0.01846 0.37258
H6 0.88209 -1.18402 0.93449
F1 -1.52371 0.62172 2.01685
Cl1 0.89279 2.00684 -0.47868

Calculated values
- energy above the lowest of the compared OMol25 structures with the same formula, charge and spin (kJ/mol) = 302.6
- frontier orbital gap (hartree) = 0.4031
- SMILES = FCC1(Cl)CC1
- DFT total energy (eV) = -19481.606

---

The following is a quantum chemistry calculation of one molecule with the formula C4H6ClN3 in a non-equilibrium geometry, from OMol25.

Cartesian coordinates (Å):
C1 0.94976 -1.41862 0.80990
C2 -0.44365 -1.49203 0.46030
C3 1.54991 -0.14340 0.81263
C4 0.12045 0.98507 -0.68160
N1 1.00094 0.91693 0.28750
N2 -1.12966 -0.50543 -0.08104
N3 -0.75523 2.03765 -0.82908
Cl1 0.51947 0.31195 -2.22858
H1 1.46928 -2.35841 1.13345
H2 -0.94680 -2.44042 0.62781
H3 2.47438 0.01950 1.34154
H4 -2.13857 -0.72057 -0.11430
H5 -1.45876 2.31925 -1.53684
H6 -1.21151 2.48852 -0.00169

Calculated values
- energy above the lowest of the compared OMol25 structures with the same formula, charge and spin (kJ/mol) = 285.5
- frontier orbital gap (hartree) = 0.3132
- SMILES = [H]/N=C/C=C\N=C(\N)Cl
- DFT total energy (eV) = -21235.944

---

The following is a quantum chemistry calculation of one molecule with the formula C4H6ClN3O2 in a non-equilibrium geometry, from OMol25.

Cartesian coordinates (Å):
C1 0.53142 0.38256 -0.18382
C2 -0.77421 -0.23749 0.37786
C3 1.63845 -0.45391 0.41700
C4 -1.71924 -0.70220 -0.66989
N1 -0.25388 -1.34332 1.32076
N2 0.96742 -1.48745 1.27574
N3 0.54621 1.82007 0.03846
O1 -0.15786 2.44271 -0.69208
O2 1.15267 2.26495 0.99387
Cl1 2.57690 -1.31523 -0.83345
H1 0.44434 0.25415 -1.27804
H2 -1.40388 0.40154 1.13699
H3 2.31484 0.14127 1.11378
H4 -1.46582 -1.56168 -1.30381
H5 -1.70978 0.12049 -1.41715
H6 -2.68757 -0.72648 -0.29621

Calculated values
- energy above the lowest of the compared OMol25 structures with the same formula, charge and spin (kJ/mol) = 74.0
- frontier orbital gap (hartree) = 0.3624
- SMILES = C[C@H]1N=N[C@@H](Cl)[C@@H]1[N+](=O)[O-]
- DFT total energy (eV) = -25328.621